C26H51N3O4 | ωB97M-V/def2-TZVPD

- Energy above the lowest of the compared OMol25 structures with the same formula, charge and spin: 0.0 kcal/mol
- Lowest unoccupied orbital energy (spin up / spin down): 0.019 / 0.009 hartree
- ⟨S²⟩: 2.008
- Kohn-Sham gap (spin up / spin down): 8.68 / 9.52 eV

```
! wB97M-V def2-TZVPD RIJCOSX def2/J DEFGRID3
* xyz 0 3
H 0.7532 3.3423 -3.0428
C 5.8241 1.6443 -2.0604
C -2.8972 -1.7848 -0.1576
C -0.2028 1.3260 -1.9209
H 2.4365 -3.2901 2.5123
H 3.8535 -2.2023 1.1018
H -3.2941 -2.4581 0.6029
H 1.8967 -2.6610 4.0465
O 4.0305 3.0851 -2.7080
H -0.4619 0.4496 -1.3254
C -6.2455 -0.8669 -1.8130
C 3.6836 -0.8199 5.0865
N 1.6892 1.5395 -3.4441
C -7.4380 -0.3167 -1.0408
H -4.4126 -3.7697 -1.3653
H -7.8412 -1.0694 -0.3620
H 3.5308 1.3170 4.9243
H 5.2005 -0.4005 -1.7824
H 4.5683 -2.1129 3.5869
H -3.0299 0.2761 -1.7559
H 4.5943 -0.7117 5.6779
C -3.9001 -3.0529 -2.0081
H -7.1778 0.5638 -0.4593
H -2.8838 -3.4116 -2.1691
H -1.9489 -2.1876 -0.5142
H -4.4900 -1.0069 -4.1027
H -8.2170 -0.0391 -1.7507
H -4.3870 -3.0534 -2.9786
H 1.8797 2.6495 3.8847
C -3.8474 -1.6694 -1.3399
O 2.5853 1.0656 2.1795
H -1.1021 1.9421 -2.0413
H -7.7346 -1.8428 -3.0305
H 2.6673 4.3522 -3.4030
C 0.5302 -0.3793 4.7791
H 0.1069 0.0838 5.6699
H 4.7650 -0.3949 3.2792
O -0.2727 0.4792 -4.2145
N 2.0763 0.0900 2.8627
H -2.4243 -0.9955 -2.8006
H 4.6557 2.9336 -0.7458
H 2.5259 0.6364 6.1913
H -3.9435 0.6411 -3.9461
H 0.8541 -1.3744 5.0692
H 2.7340 4.2769 -1.6371
C 1.6602 0.5104 4.2376
C 3.3055 -1.2728 1.2569
H -0.2676 -0.4790 4.0421
H 3.9676 -0.4514 0.9940
H -6.1188 -2.3337 -3.4658
H -6.8563 -2.9536 -1.9850
H 5.7958 1.5773 -3.1508
C 2.8499 -1.1829 2.7061
H 2.4517 -1.2632 0.5765
C -5.6744 0.2036 -2.7431
C 0.3383 1.0026 -3.3112
O -5.1032 -0.4238 0.1616
C 2.7631 3.6677 -2.5547
H 3.1275 -1.6453 5.5384
C 1.1109 1.9293 4.1529
H 6.9737 -0.1669 -1.7449
C 0.8988 2.2139 -1.2975
C 6.0117 0.2508 -1.4417
H -2.7077 -0.8199 0.3083
C -3.3270 -0.6152 -2.3170
C 4.0585 -1.1484 3.6417
H 3.7792 1.5258 -1.3334
H 0.5070 2.9680 -0.6135
H 0.7066 2.2073 5.1262
C -6.7516 -2.0745 -2.6215
H 5.9761 0.3065 -0.3496
C 1.9849 -2.4212 2.9906
H -5.5287 1.1252 -2.1708
H 0.9849 -2.2983 2.5810
H 0.3097 1.9939 3.4162
H 6.6435 2.2960 -1.7477
C 4.5011 2.3007 -1.6336
H 1.6016 1.5981 -0.7213
C 2.8751 0.4758 5.1691
H -6.4158 0.4240 -3.5147
N -5.1906 -1.2582 -0.8251
H 2.2637 0.8718 -2.9258
C -4.3444 -0.2005 -3.3793
C 1.5497 2.7377 -2.5859
*
```